[1]
{"formula": "H24O12", "method": "ωB97M-V/def2-TZVPD", "elements": ["O", "H", "H", "O", "H", "H", "O", "H", "H", "O", "H", "H", "O", "H", "H", "O", "H", "H", "O", "H", "H", "O", "H", "H", "O", "H", "H", "O", "H", "H", "O", "H", "H", "O", "H", "H"], "xyz": [[-0.950992, 2.695333, -2.647202], [-1.086193, 2.482979, -1.714442], [-1.185872, 3.623311, -2.732064], [-2.348790, 2.147317, -0.027957], [-2.877708, 1.572464, -0.592315], [-2.867535, 2.955473, 0.059735], [1.871235, 0.686052, -3.170765], [1.869189, 0.174766, -3.984209], [0.994497, 0.539153, -2.796384], [-0.894146, -0.342565, -2.652354], [-1.527688, -1.006061, -2.941856], [-1.325969, 0.508096, -2.821242], [-2.039527, -0.726348, 2.234986], [-1.309954, -0.786155, 1.582029], [-2.689154, -0.158069, 1.813656], [-0.211957, 3.143307, 1.567158], [-0.821528, 2.545717, 1.112413], [-0.701205, 3.428979, 2.344520], [0.387264, -3.189363, -0.223914], [0.594407, -3.834603, -0.912773], [0.283335, -3.714692, 0.576760], [0.151826, -0.553023, 4.145162], [0.031290, -1.373680, 4.633419], [-0.553461, -0.558244, 3.479492], [0.087374, -0.309884, 0.484808], [0.358438, -1.231790, 0.363760], [-0.090426, 0.006039, -0.409230], [2.485107, -1.739421, 2.615384], [1.624017, -1.467632, 2.964435], [2.305611, -2.385352, 1.926216], [2.304053, 1.720557, 1.173390], [1.809824, 2.547644, 1.155040], [1.651499, 1.058123, 1.424299], [1.912355, -2.980714, -2.651291], [1.429707, -2.513275, -1.961150], [1.331080, -2.964440, -3.417512]], "forces_ev_per_angstrom": [[-0.20, -0.45, 0.03], [0.08, 0.34, 0.12], [0.06, 0.02, -0.03], [-0.18, -0.09, -0.18], [-0.03, -0.05, 0.06], [0.03, 0.03, 0.02], [-0.01, 0.04, 0.06], [0.02, -0.03, 0.00], [0.16, -0.01, -0.17], [-0.28, 0.20, 0.22], [0.04, -0.06, 0.04], [0.18, 0.08, -0.24], [0.27, -0.36, -0.15], [-0.34, 0.39, 0.00], [0.03, 0.11, 0.09], [-0.33, 0.12, -0.08], [0.19, -0.03, 0.07], [0.17, -0.01, 0.11], [-0.12, -0.19, 0.16], [0.12, 0.02, 0.02], [-0.05, 0.02, 0.02], [0.19, -0.29, -0.28], [-0.07, 0.07, 0.11], [-0.25, 0.18, 0.23], [-0.17, -0.23, 0.13], [0.20, 0.07, -0.25], [0.05, -0.10, -0.05], [-0.10, -0.19, -0.04], [0.06, 0.24, 0.13], [0.05, 0.06, -0.04], [0.19, 0.11, -0.11], [-0.08, -0.14, 0.13], [0.04, -0.01, -0.03], [-0.23, -0.30, 0.04], [0.23, 0.38, -0.10], [0.06, 0.08, -0.05]], "fmax_ev_per_a": 0.52, "homo_energy_ev": -9.8, "smiles": "O.O.O.O.O.O.O.O.O.O.O.O", "de_lowest_kj_mol": 162.7, "multiplicity": 1}



[2]
{"formula": "C25H31BrN10O6Sr", "method": "ωB97M-V/def2-TZVPD", "elements": ["Sr", "N", "C", "C", "N", "C", "C", "N", "C", "C", "N", "H", "H", "H", "H", "H", "H", "H", "H", "H", "H", "H", "H", "H", "H", "H", "H", "H", "H", "O", "N", "O", "C", "C", "C", "C", "C", "C", "N", "C", "C", "N", "C", "C", "C", "C", "H", "H", "H", "H", "H", "H", "H", "N", "N", "C", "O", "O", "H", "H", "H", "Br", "C", "C", "N", "C", "C", "C", "C", "O", "O", "H", "H", "H"], "xyz": [[0.870168, -0.040950, -1.451212], [1.082785, -0.268405, 1.247695], [2.406050, -0.281090, 1.866084], [3.194258, 0.961055, 1.472799], [3.417483, 1.123363, 0.038094], [3.561987, 2.522836, -0.370613], [3.016031, 2.807508, -1.760615], [1.570020, 2.596680, -1.780427], [4.523081, 0.286841, -0.461888], [4.123932, -0.997139, -1.178854], [3.268580, -0.685955, -2.328718], [0.627671, -1.168633, 1.345307], [0.466225, 0.424673, 1.650938], [2.367046, -0.326984, 2.962242], [2.925018, -1.185105, 1.540007], [2.637051, 1.832203, 1.825655], [4.150414, 0.955986, 2.021309], [3.012358, 3.141522, 0.342755], [4.614360, 2.842057, -0.316479], [3.312049, 3.817386, -2.072325], [3.462150, 2.120224, -2.481975], [1.075719, 3.381565, -1.372828], [1.220485, 2.486939, -2.729839], [5.116300, 0.894550, -1.153058], [5.196887, 0.031676, 0.368465], [5.041927, -1.524367, -1.470169], [3.567056, -1.654374, -0.511087], [3.764358, -0.198828, -3.066392], [2.895791, -1.534248, -2.749458], [-5.653428, -0.498286, 4.663059], [-5.418193, 0.690052, 4.595123], [-6.077898, 1.565106, 5.102435], [-4.297941, 1.108200, 3.687188], [-3.700177, 2.263064, 4.008090], [-2.562773, 2.697602, 3.235198], [-1.898732, 3.896807, 3.542867], [-0.809983, 4.259412, 2.797264], [-0.405861, 3.394344, 1.767345], [-1.009424, 2.270721, 1.454878], [-2.094781, 1.921473, 2.177388], [-2.809844, 0.690205, 1.817176], [-2.372138, 0.035445, 0.722426], [-3.037630, -1.030121, 0.335649], [-4.173607, -1.511559, 1.007327], [-4.614434, -0.864927, 2.127384], [-3.918300, 0.277366, 2.567318], [-4.056661, 2.848157, 4.842434], [-2.256288, 4.512027, 4.357725], [-0.265664, 5.172302, 2.986823], [0.470401, 3.651856, 1.181124], [-2.652993, -1.543796, -0.536086], [-4.684730, -2.388444, 0.636409], [-5.480327, -1.222334, 2.663426], [-1.382224, 1.287449, -2.226089], [-1.207883, 1.646854, -3.586176], [-0.256190, 0.909325, -4.383029], [-0.419703, 0.950872, -5.584854], [0.684504, 0.355185, -3.712479], [-2.006493, 0.485980, -2.135518], [-1.791637, 2.062288, -1.716553], [-2.066550, 1.740808, -4.122201], [1.232579, -7.952338, -1.239399], [0.161563, -6.475765, -1.693955], [-1.044978, -6.682886, -2.348370], [-1.861039, -5.694621, -2.701073], [-1.478808, -4.456338, -2.396768], [-0.291706, -4.153575, -1.742143], [0.556326, -5.189568, -1.384568], [0.061909, -2.733994, -1.428324], [-0.811553, -1.845931, -1.639804], [1.213925, -2.495377, -0.964327], [-1.351102, -7.692752, -2.592926], [-2.135533, -3.646648, -2.685195], [1.488762, -4.974625, -0.881632]], "forces_ev_per_angstrom": [[0.12, 0.80, 0.84], [-0.03, -0.21, 0.04], [-0.02, -0.03, -0.09], [0.10, 0.11, 0.06], [-0.07, -0.30, -0.17], [0.12, 0.01, 0.15], [-0.03, -0.09, -0.06], [-0.06, 0.05, -0.11], [0.04, 0.18, 0.10], [-0.02, 0.16, -0.21], [0.06, -0.31, -0.03], [0.02, -0.05, -0.01], [-0.04, 0.17, 0.08], [0.04, 0.04, -0.03], [-0.01, 0.03, -0.04], [-0.05, -0.01, 0.01], [-0.03, 0.01, 0.03], [-0.02, 0.03, -0.01], [-0.04, 0.04, 0.01], [0.01, -0.03, 0.09], [-0.01, -0.03, 0.01], [0.03, 0.01, 0.00], [0.01, 0.01, 0.01], [-0.01, -0.05, -0.04], [0.01, -0.02, -0.03], [-0.02, 0.01, 0.11], [-0.07, -0.02, -0.07], [0.03, 0.03, 0.07], [0.12, 0.01, 0.07], [0.11, -0.03, 0.53], [-0.06, -0.01, -1.39], [0.07, 0.16, 0.44], [-0.39, -0.33, 0.58], [0.47, 0.00, -0.43], [-0.42, 0.23, 0.58], [0.08, 0.01, -0.08], [-0.08, -0.14, -0.02], [0.10, 0.17, 0.06], [-0.06, -0.01, 0.09], [-0.05, -0.42, -0.31], [0.42, 0.40, -0.26], [-0.03, 0.00, 0.11], [-0.11, -0.14, 0.11], [0.09, 0.03, -0.06], [-0.08, -0.09, -0.05], [-0.14, 0.11, 0.25], [0.00, 0.03, 0.03], [-0.01, 0.02, 0.03], [0.02, 0.03, 0.01], [0.03, -0.05, -0.08], [0.05, -0.02, -0.07], [-0.01, -0.01, -0.01], [0.08, 0.03, -0.07], [-0.06, -0.34, -0.14], [-0.28, 0.20, -0.38], [0.44, -0.07, 0.82], [-0.16, 0.02, -0.48], [-0.22, 0.29, -0.78], [0.00, 0.08, 0.05], [0.12, -0.04, -0.05], [0.11, 0.02, 0.19], [0.14, -0.17, 0.06], [-0.16, 0.23, -0.06], [-0.01, -0.11, -0.02], [0.15, 0.01, 0.08], [-0.05, 0.01, 0.01], [-0.07, -0.17, -0.05], [0.01, -0.04, -0.01], [-0.03, 0.24, 0.17], [0.09, -0.50, 0.06], [-0.21, -0.27, -0.17], [-0.06, -0.01, -0.03], [-0.04, 0.00, -0.03], [0.00, 0.00, 0.00]], "fmax_ev_per_a": 1.39, "homo_energy_ev": -8.5, "de_lowest_kj_mol": 81.4, "multiplicity": 1}



[3]
{"formula": "C4H7NS", "method": "ωB97M-V/def2-TZVPD", "elements": ["C", "C", "C", "C", "N", "S", "H", "H", "H", "H", "H", "H", "H"], "xyz": [[0.609943, -0.660939, -0.092719], [1.616262, -0.072705, -1.143568], [-0.638872, 0.208363, -0.425625], [-1.482898, 0.518226, 0.803110], [0.871359, -1.215779, 0.956848], [0.538095, 1.429609, -1.213490], [2.559212, 0.069568, -0.607641], [1.677531, -0.642156, -2.071963], [-1.118102, -0.306404, -1.385817], [-1.685313, 1.662473, 0.915463], [-0.731810, 0.253667, 1.643292], [-2.427065, 0.009465, 0.818736], [0.211658, -1.253388, 1.803372]], "forces_ev_per_angstrom": [[-1.47, 2.66, -2.18], [-0.88, -0.68, 1.42], [0.16, -1.59, -2.33], [1.85, 2.40, 0.51], [1.05, -1.88, 3.72], [0.01, -0.32, 0.26], [0.02, 0.03, -0.61], [0.13, 0.26, 0.05], [0.29, 1.08, 2.30], [0.30, -2.04, -0.34], [-2.01, 0.50, -0.80], [-0.23, -0.45, 0.28], [0.77, 0.01, -2.28]], "fmax_ev_per_a": 4.30, "homo_energy_ev": -8.9, "de_lowest_kj_mol": 188.7, "multiplicity": 1}



[4]
{"formula": "C12H18F12IN2O3S", "method": "ωB97M-V/def2-TZVPD", "elements": ["O", "N", "O", "C", "N", "C", "C", "C", "I", "C", "C", "C", "C", "C", "F", "F", "C", "F", "F", "S", "F", "F", "F", "F", "F", "C", "O", "C", "F", "F", "F", "H", "H", "H", "H", "H", "H", "H", "H", "H", "H", "H", "H", "H", "H", "H", "H", "H", "H"], "xyz": [[0.482837, 1.318067, 2.850395], [0.073237, 1.599699, 1.825979], [1.175096, 1.562607, 0.786213], [0.727391, 0.931920, -0.355188], [1.535735, -0.315601, -0.663642], [2.846681, 0.005859, -1.386133], [3.447543, 1.408289, -1.282400], [4.178639, 1.777655, 0.007735], [5.747560, 3.182953, -0.443192], [0.643961, -1.128718, -1.612738], [-0.238360, -2.223093, -1.022057], [-1.401866, -1.790062, -0.115440], [-2.614728, -1.352350, -0.940036], [-3.749102, -0.748201, -0.094221], [-4.928215, -1.286919, -0.472058], [-3.541013, -1.015998, 1.220090], [-3.804964, 0.792178, -0.324335], [-2.536110, 1.274377, -0.324938], [-4.304298, 0.977528, -1.552875], [-4.803274, 1.822974, 0.928024], [-3.967801, 3.113988, 0.529146], [-3.713857, 1.452405, 2.023889], [-5.657897, 0.546455, 1.306263], [-5.881772, 2.209215, -0.160042], [-5.579319, 2.659585, 2.003065], [1.804007, -1.134755, 0.549981], [2.850249, -0.524733, 1.265719], [3.268988, -1.234576, 2.358957], [4.220585, -0.548755, 2.933615], [3.732254, -2.437203, 2.001478], [2.265666, -1.430369, 3.218107], [-0.316496, 0.638817, -0.231275], [0.766118, 1.582977, -1.229345], [3.602821, -0.708855, -1.060514], [2.698123, -0.191723, -2.446271], [4.190936, 1.427410, -2.082773], [2.747392, 2.201754, -1.544613], [3.562911, 2.289326, 0.735084], [4.694898, 0.937873, 0.458506], [1.271980, -1.574419, -2.380776], [0.008719, -0.407363, -2.129823], [0.328545, -3.020873, -0.541048], [-0.680131, -2.709842, -1.896897], [-1.130328, -1.030233, 0.617287], [-1.702402, -2.663140, 0.464826], [-2.337067, -0.673982, -1.747516], [-3.026678, -2.238672, -1.426081], [2.129227, -2.118143, 0.209553], [0.913580, -1.205336, 1.172316]], "forces_ev_per_angstrom": [[0.08, 0.49, -0.25], [-0.49, -0.60, 0.48], [0.62, -0.14, -0.35], [-0.59, 0.72, 0.35], [-0.27, -0.12, -0.26], [0.66, 0.32, -0.31], [0.19, 0.17, 0.28], [0.38, 0.28, -0.20], [-0.15, -0.05, 0.06], [-0.27, -0.37, -0.37], [-0.31, 0.02, 0.24], [-0.14, -0.25, -0.13], [-0.05, -0.28, 0.03], [0.44, -0.01, -0.23], [0.15, 0.17, 0.22], [-0.14, -0.09, -0.21], [-0.39, 0.09, -0.19], [-0.11, -0.14, 0.17], [0.20, 0.07, 0.16], [-0.17, 0.14, -0.28], [-0.03, -0.07, 0.07], [-0.02, 0.03, 0.04], [0.07, 0.11, 0.11], [0.07, -0.07, 0.15], [0.12, -0.11, -0.13], [0.46, -0.06, 0.29], [-0.10, -0.04, -0.05], [-0.10, -0.07, -0.13], [0.19, 0.14, 0.11], [0.00, -0.03, -0.02], [-0.05, 0.00, 0.02], [0.08, -0.19, 0.01], [0.29, -0.15, -0.07], [-0.22, -0.13, 0.18], [-0.37, 0.05, 0.08], [-0.09, -0.16, -0.08], [-0.09, -0.07, -0.03], [-0.10, -0.20, 0.07], [-0.08, -0.02, 0.01], [0.23, 0.01, 0.22], [0.15, 0.13, 0.03], [0.19, 0.16, -0.01], [0.08, 0.02, -0.05], [0.05, 0.03, -0.02], [0.04, 0.08, 0.10], [-0.06, 0.11, 0.06], [-0.08, 0.05, 0.02], [-0.14, -0.02, -0.03], [-0.11, 0.01, -0.18]], "fmax_ev_per_a": 0.99, "homo_energy_ev": -12.0, "smiles": "O=NOC[N@+](CCCI)(CCCCC(F)(F)C(F)(F)S(F)(F)(F)(F)F)COC(F)(F)F", "multiplicity": 1, "total_charge": 1}



[5]
{"formula": "C4H7N5O", "method": "ωB97M-V/def2-TZVPD", "elements": ["N", "C", "C", "N", "C", "C", "N", "N", "N", "H", "H", "H", "H", "H", "O", "H", "H"], "xyz": [[0.198760, 1.923149, 1.100348], [-0.369177, 0.679928, 0.596474], [-1.351715, 0.907793, -0.514788], [-1.717432, 1.543820, -1.468387], [0.726279, -0.258350, 0.181358], [1.191774, -1.395539, 0.806037], [2.269997, -1.736983, 0.075699], [2.427100, -0.937556, -0.971158], [1.507010, -0.027077, -0.903217], [0.611493, 2.472447, 0.351133], [-0.495418, 2.500325, 1.564387], [-0.929251, 0.203099, 1.413982], [0.825951, -1.990239, 1.634887], [2.978362, -2.431398, 0.286241], [-2.860944, -0.554502, -1.145295], [-2.240459, -1.301312, -1.094481], [-2.772330, 0.402396, -1.913219]], "forces_ev_per_angstrom": [[-0.10, 0.03, -0.11], [-0.68, -0.59, 0.63], [-0.03, 4.38, -3.98], [1.55, -1.70, 3.50], [0.02, -0.55, 0.06], [-0.28, 0.33, 0.23], [-0.04, -0.55, 0.13], [0.26, 0.66, 0.03], [0.06, -0.14, -0.13], [-0.05, -0.19, 0.03], [-0.01, -0.15, -0.15], [0.25, 0.11, -0.11], [0.23, 0.31, -0.07], [-0.37, 0.07, -0.26], [-1.36, 1.56, -1.15], [-0.10, 0.55, -1.39], [0.66, -4.12, 2.76]], "fmax_ev_per_a": 5.92, "homo_energy_ev": -9.4, "de_lowest_kj_mol": 363.3, "multiplicity": 1}



[6]
{"formula": "Br2FH2PSi", "method": "ωB97M-V/def2-TZVPD", "elements": ["F", "Si", "P", "Br", "Br", "H", "H"], "xyz": [[-1.111762, 0.447234, -1.904964], [-0.656235, 0.288062, -0.338357], [1.428096, -0.590117, -0.217639], [-1.806542, -1.420643, 0.521861], [-1.286094, 2.227568, 0.540140], [1.104001, -1.275570, 1.110244], [2.328533, 0.323466, 0.288713]], "forces_ev_per_angstrom": [[0.56, -0.25, 1.35], [-0.38, 0.05, -0.81], [-0.96, -1.69, 1.07], [-0.06, 0.41, -0.23], [0.27, -0.42, -0.04], [0.50, 1.04, -1.67], [0.07, 0.86, 0.32]], "fmax_ev_per_a": 2.22, "homo_energy_ev": -10.0, "smiles": "F[Si](P)(Br)Br", "de_lowest_kj_mol": 12.0, "multiplicity": 1}